[1]
{
  "formula": "C25H25N3O3",
  "method": "ωB97M-V/def2-TZVPD",
  "species": ["C", "N", "C", "C", "C", "C", "C", "C", "O", "C", "C", "C", "C", "C", "C", "N", "O", "O", "C", "C", "C", "C", "C", "C", "C", "C", "N", "C", "C", "C", "C", "H", "H", "H", "H", "H", "H", "H", "H", "H", "H", "H", "H", "H", "H", "H", "H", "H", "H", "H", "H", "H", "H", "H", "H", "H"],
  "xyz": [[1.067, -1.130, -5.976], [0.356, -1.637, -4.829], [-0.168, -2.992, -4.868], [-0.805, -3.194, -3.470], [-0.474, -1.937, -2.739], [-0.795, -1.542, -1.448], [-0.328, -0.316, -0.955], [-0.631, 0.060, 0.494], [-0.240, -1.293, 1.213], [-1.043, -2.322, 1.426], [-2.426, -2.353, 1.665], [-3.001, -3.546, 2.115], [-2.259, -4.738, 2.194], [-0.921, -4.707, 1.852], [-0.313, -3.493, 1.526], [1.080, -3.304, 1.852], [1.862, -4.249, 2.036], [1.472, -2.132, 2.019], [0.224, 1.188, 1.091], [1.424, 1.798, 0.551], [1.714, 3.145, 0.889], [1.048, 3.725, 1.988], [-0.010, 3.052, 2.650], [-0.384, 1.784, 2.221], [-0.551, 3.937, 3.714], [0.340, 5.176, 3.646], [1.162, 4.977, 2.475], [2.220, 5.903, 2.227], [0.276, 0.584, -1.856], [0.581, 0.226, -3.180], [0.239, -1.072, -3.607], [1.585, -0.205, -5.700], [1.789, -1.885, -6.310], [0.367, -0.918, -6.796], [-0.902, -3.127, -5.681], [0.636, -3.734, -5.028], [-1.891, -3.382, -3.574], [-0.433, -4.113, -2.973], [-1.342, -2.270, -0.862], [-1.704, 0.123, 0.857], [-2.988, -1.432, 1.588], [-4.029, -3.603, 2.464], [-2.692, -5.675, 2.574], [-0.248, -5.553, 1.913], [2.117, 1.186, -0.055], [2.437, 3.734, 0.319], [-1.076, 1.175, 2.804], [-1.595, 4.247, 3.547], [-0.565, 3.486, 4.722], [0.963, 5.246, 4.554], [-0.208, 6.125, 3.570], [2.645, 5.757, 1.229], [1.811, 6.917, 2.310], [3.029, 5.795, 2.968], [0.526, 1.577, -1.497], [1.048, 0.932, -3.857]],
  "smiles": "CN1CCc2cc(C(Oc3ccccc3[N+](=O)[O-])c3ccc4c(c3)CCN4C)ccc21",
  "relative_energy_kj_mol": 698.3,
  "orbital_gap_ev": 7.2,
  "lumo_ev": 0.06,
  "mol_weight_da": 415.5
}

[2]
{
  "formula": "C31H49Sn",
  "method": "ωB97M-V/def2-TZVPD",
  "species": ["C", "C", "C", "C", "Sn", "C", "C", "C", "C", "C", "C", "C", "C", "C", "C", "C", "C", "H", "H", "H", "H", "H", "H", "H", "H", "H", "H", "H", "H", "H", "H", "H", "H", "H", "H", "H", "H", "H", "H", "H", "H", "H", "H", "H", "H", "H", "H", "H", "H", "H", "H", "H", "H", "C", "C", "C", "C", "C", "C", "C", "C", "C", "C", "C", "C", "C", "C", "C", "H", "H", "H", "H", "H", "H", "H", "H", "H", "H", "H", "H", "H"],
  "xyz": [[-1.328, -0.175, 3.155], [-0.211, 0.252, 2.192], [1.016, 0.685, 2.997], [-0.770, 1.310, 1.227], [0.442, 2.591, -0.070], [-0.463, 2.250, -2.047], [-0.722, 0.751, -2.332], [0.169, 0.206, -3.444], [-2.186, 0.457, -2.635], [0.499, 4.736, 0.384], [-0.448, 5.439, 1.379], [-1.903, 5.483, 0.922], [0.021, 6.871, 1.671], [2.485, 1.796, -0.103], [3.661, 2.747, 0.183], [3.994, 3.621, -1.024], [4.894, 1.943, 0.596], [3.379, 3.400, 1.025], [-1.738, 0.693, 3.692], [-2.145, -0.658, 2.608], [-0.952, -0.893, 3.893], [0.050, -0.672, 1.592], [0.791, 1.537, 3.657], [1.356, -0.140, 3.643], [1.880, 0.968, 2.383], [-1.461, 0.802, 0.539], [-1.381, 2.048, 1.764], [-1.392, 2.831, -1.992], [0.237, 2.702, -2.758], [-0.468, 0.195, -1.414], [-0.038, 0.718, -4.390], [1.234, 0.324, -3.219], [-0.009, -0.866, -3.585], [-2.524, 1.022, -3.510], [-2.316, -0.610, -2.842], [-2.846, 0.705, -1.797], [1.530, 4.869, 0.743], [0.421, 5.224, -0.597], [-0.393, 4.868, 2.319], [-2.000, 6.029, -0.024], [-2.327, 4.483, 0.799], [-2.525, 6.001, 1.662], [-0.070, 7.496, 0.777], [-0.590, 7.323, 2.458], [1.060, 6.910, 2.004], [2.478, 0.981, 0.631], [2.610, 1.333, -1.090], [4.173, 2.998, -1.910], [3.189, 4.326, -1.256], [4.899, 4.216, -0.849], [5.196, 1.277, -0.217], [5.736, 2.598, 0.835], [4.701, 1.328, 1.479], [-1.875, -3.193, -1.149], [-2.946, -3.866, -1.822], [-3.865, -3.183, -2.671], [-4.945, -3.847, -3.247], [-5.137, -5.223, -3.048], [-4.219, -5.928, -2.258], [-3.157, -5.268, -1.645], [-0.940, -3.847, -0.358], [-0.027, -3.280, 0.531], [1.028, -4.083, 1.087], [1.781, -3.696, 2.233], [2.643, -4.598, 2.854], [2.807, -5.902, 2.359], [2.148, -6.271, 1.173], [1.347, -5.352, 0.504], [-1.814, -2.108, -1.245], [-3.723, -2.116, -2.861], [-5.657, -3.298, -3.864], [-5.970, -5.748, -3.520], [-4.332, -7.002, -2.113], [-2.481, -5.837, -1.004], [-0.909, -4.933, -0.442], [-0.174, -2.261, 0.876], [1.662, -2.685, 2.628], [3.210, -4.293, 3.734], [3.457, -6.619, 2.866], [2.272, -7.276, 0.763], [0.919, -5.622, -0.466]],
  "orbital_gap_ev": 4.3,
  "lumo_ev": 2.18,
  "mol_weight_da": 540.4,
  "total_charge": -1
}